{
  "formula": "C27H50MoN12PS",
  "method": "ωB97M-V/def2-TZVPD",
  "symbols": ["Mo", "N", "C", "N", "C", "N", "N", "C", "N", "C", "C", "C", "C", "C", "N", "H", "H", "H", "H", "H", "H", "H", "H", "N", "C", "C", "C", "C", "N", "H", "H", "H", "H", "H", "H", "H", "H", "H", "H", "H", "H", "S", "N", "P", "N", "C", "C", "C", "C", "C", "N", "C", "C", "C", "C", "C", "N", "C", "C", "C", "C", "C", "H", "H", "H", "H", "H", "H", "H", "H", "H", "H", "H", "H", "H", "H", "H", "H", "H", "H", "H", "H", "H", "H", "H", "H", "H", "H", "H", "H", "H", "H"],
  "xyz": [[-0.5528, 1.8657, 0.3855], [-0.8351, 5.3554, 0.5476], [-1.3254, 4.8766, 1.7050], [-1.8164, 5.7301, 2.5912], [-2.3048, 5.1895, 3.7036], [-2.8330, 6.0021, 4.6208], [-2.3012, 3.8642, 3.9948], [-1.7545, 3.1199, 3.0659], [-1.2519, 3.5360, 1.9033], [-1.6239, 1.6603, 3.3387], [-2.0700, 1.1271, 4.5299], [-1.7852, -0.2035, 4.8082], [-1.0483, -0.9268, 3.8928], [-0.6733, -0.3324, 2.6961], [-0.9777, 0.9344, 2.4036], [-1.0551, 6.3208, 0.3590], [-0.9102, 4.7079, -0.2321], [-2.9311, 6.9805, 4.4139], [-3.2828, 5.6072, 5.4269], [-2.6070, 1.7624, 5.2180], [-2.1255, -0.6552, 5.7302], [-0.7668, -1.9536, 4.0806], [-0.1411, -0.8777, 1.9272], [1.3801, 2.4587, 1.5873], [2.7530, 2.1963, 1.1137], [3.3765, 3.4178, 0.4619], [2.5509, 4.0043, -0.6802], [2.1029, 2.9604, -1.7028], [0.6702, 2.6600, -1.5210], [1.2806, 3.4260, 1.8812], [1.1975, 1.9026, 2.4160], [2.6901, 1.3696, 0.4077], [3.3990, 1.8693, 1.9316], [4.3675, 3.1214, 0.1091], [3.5434, 4.1971, 1.2124], [3.1249, 4.8032, -1.1503], [1.6505, 4.4742, -0.2759], [2.6596, 2.0309, -1.5667], [2.3068, 3.2953, -2.7218], [0.3957, 1.8594, -2.0777], [0.1033, 3.4283, -1.8640], [-2.0725, 2.6392, -0.9494], [-0.0828, 0.1531, -0.3555], [-0.0657, -1.3162, -0.8630], [1.4637, -1.9771, -1.0321], [2.1435, -1.7718, -2.3159], [3.3463, -2.6959, -2.4380], [4.3122, -2.4764, -1.2802], [3.5757, -2.6589, 0.0416], [2.3632, -1.7413, 0.1011], [-0.8173, -2.4233, 0.1297], [-2.2469, -2.1650, 0.3899], [-3.0059, -3.4703, 0.5631], [-2.4536, -4.2519, 1.7552], [-0.9103, -4.2569, 1.7515], [-0.3403, -3.7796, 0.4234], [-0.8586, -1.4308, -2.3129], [-1.0434, -0.2966, -3.2260], [-0.7158, -0.6873, -4.6595], [-1.6341, -1.8222, -5.1480], [-2.2262, -2.6014, -3.9699], [-1.2061, -2.7533, -2.8525], [2.4793, -0.7241, -2.4087], [1.4386, -1.9619, -3.1207], [3.8380, -2.5197, -3.3965], [2.9935, -3.7312, -2.4329], [4.7089, -1.4556, -1.3324], [5.1653, -3.1524, -1.3476], [4.2319, -2.4468, 0.8883], [3.2420, -3.6967, 0.1362], [2.6893, -0.6914, 0.0986], [1.8104, -1.9035, 1.0309], [-2.6613, -1.5769, -0.4330], [-2.3716, -1.5654, 1.2977], [-2.9266, -4.0657, -0.3496], [-4.0654, -3.2522, 0.7027], [-2.8393, -5.2716, 1.7375], [-2.8216, -3.7998, 2.6799], [-0.5297, -5.2586, 1.9553], [-0.5170, -3.6099, 2.5409], [-0.6164, -4.4806, -0.3744], [0.7450, -3.7700, 0.4601], [-0.4307, 0.5290, -2.8792], [-2.0770, 0.0590, -3.1653], [0.3317, -0.9928, -4.7171], [-0.8172, 0.1911, -5.2986], [-1.0688, -2.5014, -5.7891], [-2.4433, -1.4208, -5.7597], [-2.5633, -3.5874, -4.2917], [-3.1016, -2.0832, -3.5701], [-0.3168, -3.2737, -3.2380], [-1.6108, -3.3678, -2.0474]],
  "atomic_forces_ev_per_a": [[1.33, -0.25, -0.45], [0.01, 0.01, -0.02], [-0.11, -0.04, 0.05], [0.01, 0.09, -0.08], [-0.03, -0.23, 0.17], [-0.05, 0.08, 0.00], [0.02, 0.24, -0.09], [-0.10, -0.31, -0.02], [0.24, -0.02, -0.11], [0.05, 0.25, -0.05], [0.08, -0.17, 0.06], [-0.11, 0.15, 0.04], [0.14, -0.08, -0.13], [-0.05, -0.09, 0.03], [-0.54, 0.15, -0.10], [0.00, 0.02, 0.01], [-0.07, -0.03, -0.03], [0.02, -0.01, 0.01], [0.02, 0.00, 0.01], [0.02, 0.00, 0.00], [0.03, 0.00, 0.01], [-0.03, 0.00, 0.00], [-0.06, -0.01, 0.00], [-0.30, -0.09, 0.14], [0.17, -0.04, -0.13], [0.00, 0.03, 0.07], [0.02, -0.01, -0.02], [0.10, -0.09, 0.15], [0.17, 0.06, 0.14], [0.07, 0.03, -0.01], [0.11, 0.04, 0.10], [0.03, 0.00, -0.01], [-0.10, 0.01, 0.08], [-0.02, 0.04, -0.08], [0.01, -0.06, 0.05], [0.00, -0.04, -0.05], [0.03, 0.09, 0.02], [-0.01, -0.01, -0.06], [-0.11, 0.03, -0.01], [0.06, 0.02, -0.04], [0.00, -0.02, -0.09], [-1.17, 0.15, 0.10], [0.37, 0.09, 0.50], [-0.49, 0.20, -0.21], [0.11, 0.02, -0.12], [0.04, 0.05, 0.04], [-0.01, 0.01, 0.00], [-0.01, 0.01, 0.00], [-0.01, 0.00, -0.01], [-0.06, -0.07, 0.08], [0.07, 0.06, 0.12], [0.01, 0.01, -0.02], [0.00, 0.00, 0.02], [0.01, 0.00, 0.00], [0.00, -0.04, -0.01], [-0.03, 0.03, -0.08], [0.26, -0.20, 0.02], [-0.23, -0.04, 0.07], [0.03, 0.06, 0.00], [-0.03, -0.01, -0.01], [0.00, -0.02, 0.02], [0.03, 0.02, -0.01], [-0.01, -0.01, 0.00], [-0.02, 0.01, -0.01], [0.00, 0.00, 0.00], [0.01, 0.00, -0.02], [0.02, -0.01, 0.00], [-0.01, -0.01, 0.00], [-0.01, 0.00, 0.00], [0.01, 0.00, 0.01], [0.03, -0.02, 0.01], [0.00, 0.03, -0.01], [0.00, -0.01, 0.00], [-0.01, 0.05, 0.03], [-0.02, 0.00, 0.00], [0.00, -0.01, 0.00], [0.00, 0.00, 0.00], [0.01, 0.00, 0.00], [0.02, 0.01, 0.02], [-0.02, 0.00, -0.01], [0.00, -0.01, 0.01], [0.00, -0.03, -0.01], [0.04, -0.08, -0.08], [0.02, 0.03, 0.00], [0.00, -0.01, 0.00], [0.01, 0.00, 0.00], [0.00, 0.00, 0.00], [0.01, 0.00, 0.01], [0.00, 0.00, 0.00], [-0.01, -0.01, -0.01], [-0.01, -0.01, 0.01], [0.01, 0.01, -0.03]],
  "mulliken_charge": [0.35, -0.20, 0.45, -0.70, 0.37, -0.33, -0.71, -0.14, 0.33, 0.54, -0.51, -0.80, -1.16, -1.24, 0.50, 0.28, -0.03, 0.26, 0.25, 0.55, 0.46, 0.56, 1.56, -0.18, 0.26, -1.09, -0.54, -0.37, -0.26, 0.24, 0.31, -0.74, 0.56, 0.40, 0.40, 0.35, 0.13, 0.01, 0.51, -0.22, 0.35, -0.59, 0.69, -2.10, 0.70, 0.26, -1.06, -0.78, -1.08, 0.81, 0.98, -0.36, -0.92, -0.63, -0.63, -0.36, 0.67, 0.73, -0.66, -0.69, -1.23, 0.06, -0.02, -0.07, 0.38, 0.34, 0.25, 0.46, 0.41, 0.31, -0.65, 0.16, 0.51, 0.12, 0.26, 0.47, 0.38, 0.28, 0.50, -0.01, 0.33, 0.09, -0.66, 0.39, 0.20, 0.45, 0.34, 0.33, 0.46, 0.33, 0.18, -0.03],
  "charge": 1,
  "gap_ha": [0.213, 0.258],
  "spin_multiplicity": 3
}